1.
A structure of composition C43H44AsBrN4O7Zn. Source: the Open Molecules 2025 dataset; level of theory: ωB97M-V/def2-TZVPD.

Output
- Charge: 0
- Strongest force on any atom: 0.4 eV/A

Positions of all 101 atoms, in Å:
Zn 0.311 -1.237 1.115
C -6.704 -0.056 -0.719
C -6.331 -1.541 -0.731
C -7.043 -2.251 0.429
C -6.831 -2.145 -2.044
C -4.822 -1.713 -0.556
C -4.183 -1.164 0.548
C -2.843 -1.422 0.744
Br -2.039 -0.704 2.326
C -2.039 -2.201 -0.092
O -0.788 -2.478 0.201
C -2.672 -2.702 -1.256
C -4.034 -2.462 -1.425
C -1.956 -3.581 -2.298
C -2.536 -3.332 -3.699
C -0.442 -3.343 -2.404
C -2.184 -5.053 -1.924
H -7.788 0.058 -0.801
H -6.242 0.474 -1.553
H -6.390 0.439 0.201
H -8.126 -2.149 0.331
H -6.748 -1.827 1.391
H -6.796 -3.315 0.441
H -7.906 -1.983 -2.132
H -6.656 -3.222 -2.089
H -6.350 -1.682 -2.909
H -4.718 -0.556 1.265
H -4.512 -2.893 -2.289
H -2.509 -2.271 -3.957
H -3.567 -3.668 -3.807
H -1.947 -3.877 -4.439
H -0.202 -2.286 -2.521
H -0.070 -3.873 -3.285
H 0.083 -3.702 -1.525
H -3.249 -5.293 -1.903
H -1.768 -5.265 -0.937
H -1.697 -5.710 -2.650
C 5.164 5.683 -3.065
C 3.900 6.208 -2.848
C 2.972 5.508 -2.087
C 3.295 4.272 -1.535
C 4.574 3.758 -1.748
C 5.499 4.454 -2.511
As 2.036 3.359 -0.344
C 2.395 1.494 -0.961
C 3.532 0.968 -0.084
C 3.906 -0.272 -0.353
C 3.063 -0.881 -1.448
C 3.149 0.013 -2.667
C 2.768 1.256 -2.412
C 0.388 3.874 -1.252
C 0.180 3.760 -2.627
C -1.032 4.127 -3.187
C -2.049 4.634 -2.381
C -1.845 4.771 -1.018
C -0.630 4.387 -0.458
H 5.885 6.226 -3.661
H 3.629 7.166 -3.275
H 1.985 5.929 -1.935
H 4.856 2.798 -1.330
H 6.483 4.034 -2.676
H 3.928 1.567 0.727
H 4.665 -0.830 0.179
H 3.279 -1.925 -1.652
H 3.434 -0.364 -3.640
H 2.702 2.037 -3.157
H 0.969 3.384 -3.267
H -1.189 4.021 -4.253
H -2.998 4.914 -2.819
H -2.633 5.158 -0.386
H -0.483 4.475 0.613
C 2.639 -0.106 3.357
C 2.387 -1.567 3.256
N 1.479 -2.156 2.499
C 1.548 -3.511 2.745
C 2.515 -3.746 3.663
N 3.036 -2.506 3.974
H 2.350 0.374 2.420
H 3.690 0.093 3.564
H 2.043 0.324 4.163
H 0.900 -4.206 2.239
H 2.878 -4.652 4.110
H 3.769 -2.318 4.635
O 1.680 -0.843 -0.996
C 1.222 0.492 -0.620
O 0.963 0.510 0.713
C -0.079 0.682 -1.416
C -0.214 0.269 -2.734
C -1.426 0.432 -3.380
C -2.534 0.985 -2.773
C -2.372 1.367 -1.458
C -1.184 1.217 -0.768
N -3.510 2.002 -0.770
O -3.421 2.169 0.429
O -4.457 2.346 -1.447
N -1.535 0.006 -4.788
O -0.560 -0.509 -5.299
O -2.593 0.196 -5.352
H 0.602 -0.194 -3.262
H -3.472 1.110 -3.292
H -1.115 1.520 0.266

2.
A structure of composition C43H44BBaGeN17. Source: the Open Molecules 2025 dataset; level of theory: ωB97M-V/def2-TZVPD.

Output
- Charge: 0
- Strongest force on any atom: 1.9 eV/A

Positions of all 107 atoms, in Å:
Ba 0.199 1.071 -0.486
C -0.570 3.327 2.813
C 0.813 2.801 2.623
C 1.859 2.708 3.553
C 2.938 2.263 2.816
N 2.542 2.082 1.548
N 1.229 2.398 1.425
B 3.473 1.763 0.332
N 3.513 0.250 0.073
C 4.219 -0.344 -0.913
C 4.229 -1.694 -0.672
C 3.481 -1.845 0.514
C 3.218 -3.099 1.280
N 3.045 -0.672 0.953
N 3.002 2.436 -0.997
C 3.449 3.547 -1.615
C 2.859 3.627 -2.856
C 2.033 2.496 -2.942
C 1.119 2.066 -4.043
N 2.133 1.781 -1.826
N 4.875 2.237 0.723
C 5.916 1.481 1.138
C 6.888 2.331 1.608
C 6.342 3.620 1.446
C 6.957 4.941 1.779
N 5.127 3.552 0.924
H -0.730 3.617 3.852
H -0.748 4.177 2.153
H -1.327 2.587 2.549
H 1.843 2.981 4.594
H 3.962 2.087 3.102
H 4.660 0.241 -1.704
H 4.695 -2.464 -1.264
H 4.132 -3.459 1.755
H 2.482 -2.913 2.062
H 2.853 -3.893 0.630
H 4.153 4.191 -1.115
H 2.997 4.397 -3.595
H 1.417 2.523 -4.985
H 1.123 0.982 -4.162
H 0.089 2.373 -3.846
H 5.886 0.406 1.071
H 7.855 2.067 2.001
H 7.947 4.807 2.212
H 7.057 5.562 0.888
H 6.342 5.488 2.494
C -1.109 -2.967 2.388
C -1.228 -3.217 0.908
C -2.341 -2.786 0.190
C -2.469 -3.059 -1.163
C -1.476 -3.762 -1.827
C -0.365 -4.198 -1.124
C -0.244 -3.929 0.233
H -0.071 -2.825 2.690
H -1.507 -3.805 2.967
H -1.663 -2.077 2.691
H -3.132 -2.247 0.699
H -3.328 -2.694 -1.712
H -1.555 -3.932 -2.892
H 0.423 -4.735 -1.636
H 0.622 -4.280 0.778
N -2.859 2.372 -2.792
C -2.297 1.123 -2.998
N -2.396 0.439 -4.127
N -1.665 -0.672 -3.898
N -1.162 -0.644 -2.711
N -1.573 0.487 -2.087
C -2.359 3.303 -1.888
N -2.813 4.545 -1.850
N -2.145 5.105 -0.820
N -1.341 4.255 -0.288
N -1.443 3.067 -0.946
H -3.344 2.763 -3.583
C -1.197 -0.371 6.535
C -2.545 -0.703 6.531
C -3.295 -0.531 5.377
C -2.697 0.002 4.230
C -1.340 0.333 4.244
C -0.592 0.138 5.393
Ge -3.817 0.280 2.719
C -4.022 1.976 1.961
C -4.405 2.181 0.629
C -4.658 3.464 0.187
C -4.502 4.539 1.055
C -4.118 4.343 2.375
C -3.864 3.064 2.833
C -5.011 -1.093 2.226
C -6.056 -0.835 1.330
C -6.908 -1.859 0.955
C -6.723 -3.137 1.467
C -5.693 -3.402 2.362
C -4.835 -2.385 2.739
H -0.613 -0.513 7.434
H -3.010 -1.104 7.421
H -4.344 -0.807 5.379
H -0.847 0.733 3.367
H 0.460 0.390 5.390
H -4.473 1.354 -0.069
H -4.921 3.641 -0.845
H -4.653 5.542 0.682
H -3.988 5.190 3.036
H -3.530 2.909 3.853
H -6.207 0.162 0.937
H -7.714 -1.663 0.261
H -7.386 -3.936 1.164
H -5.553 -4.402 2.749
H -4.014 -2.596 3.415

Summary of E_HOMO in eV
-7.52; -7.40
(order as listed above)
Summary of ΔE to the lowest compared entry with this formula, charge and spin in eV
2.046; 2.688
(order as listed above)
Summary of orbital gap in eV
7.2; 4.7
(order as listed above)